{"formula": "H5O3", "method": "wB97M-V/def2-TZVPD", "elements": ["O", "H", "O", "H", "H", "O", "H", "H"], "xyz": [[0.529, 0.042, 0.049], [1.190, -0.359, -0.526], [-0.395, -2.237, 1.201], [0.426, -2.719, 1.080], [-0.183, -1.382, 0.722], [-0.208, 2.288, -1.114], [-0.795, 1.712, -1.627], [0.366, 1.569, -0.700]], "atomic_forces_ev_per_a": [[0.2, -0.2, -0.2], [0.1, -0.1, 0.0], [-0.1, -0.2, -0.1], [0.0, -0.1, 0.1], [0.2, 0.5, 0.1], [0.2, -0.2, -0.6], [0.1, 0.3, 0.3], [-0.6, -0.2, 0.5]], "de_lowest_kj_mol": 19.9, "homo_ev": -3.81, "lumo_energy_ha": 0.178, "total_charge": -1}